{
  "formula": "C9H13Br2O3SSr",
  "method": "ωB97M-V/def2-TZVPD",
  "total_charge": 1,
  "relative_energy_kj_mol": 0.00,
  "fmax_ev_per_a": 0.25,
  "species": ["Sr", "C", "C", "C", "C", "C", "C", "C", "H", "H", "H", "H", "H", "H", "H", "H", "Br", "C", "Br", "H", "H", "C", "S", "O", "O", "O", "H", "H", "H"],
  "xyz": [[0.5973, 0.1903, 0.1863], [0.0100, -3.5387, 1.5071], [-0.7716, -2.2653, 1.3317], [-0.8053, -1.2930, 2.3372], [-1.5700, -0.1341, 2.1980], [-2.3059, 0.0821, 1.0365], [-2.2771, -0.8746, 0.0242], [-1.5217, -2.0350, 0.1734], [-0.6331, -4.3082, 1.9375], [0.8537, -3.4021, 2.1823], [0.3780, -3.9148, 0.5529], [-0.2475, -1.4569, 3.2525], [-1.5878, 0.5984, 2.9948], [-2.8913, 0.9837, 0.9192], [-2.8477, -0.7160, -0.8817], [-1.5222, -2.7805, -0.6127], [0.9774, -1.6380, -2.4789], [2.6660, -0.7100, -2.4093], [3.4853, -0.8871, -0.6683], [2.4907, 0.3467, -2.5900], [3.3320, -1.1520, -3.1386], [0.2216, 4.4733, -1.1724], [0.8198, 2.8615, -0.8261], [0.6595, 2.6230, 0.6326], [2.1963, 2.7367, -1.2526], [-0.0451, 1.8681, -1.5240], [0.7989, 5.1690, -0.5682], [-0.8328, 4.5083, -0.9118], [0.3725, 4.6652, -2.2317]],
  "forces_ev_per_angstrom": [[-0.3, 0.0, 0.0], [0.0, 0.0, 0.0], [0.0, 0.0, 0.0], [0.0, 0.0, 0.1], [0.0, 0.0, 0.0], [0.1, 0.0, 0.0], [0.0, 0.0, 0.0], [0.0, 0.0, 0.0], [0.0, 0.0, 0.0], [0.0, 0.0, 0.0], [0.0, 0.0, 0.0], [0.0, 0.0, 0.0], [0.0, 0.0, 0.0], [0.0, 0.0, 0.0], [0.0, 0.0, 0.0], [0.0, 0.0, 0.0], [-0.1, 0.0, 0.0], [0.1, 0.1, -0.1], [0.1, 0.0, 0.1], [0.0, 0.0, 0.0], [0.0, 0.0, 0.0], [0.0, -0.1, 0.0], [0.1, 0.1, -0.2], [0.0, -0.2, 0.0], [0.0, 0.0, 0.0], [0.0, 0.0, 0.2], [0.0, 0.0, 0.0], [0.0, 0.0, 0.0], [0.0, 0.0, 0.0]],
  "lowdin_charge": [1.374, -0.022, -0.325, -0.093, -0.106, -0.097, -0.086, -0.098, 0.103, 0.089, 0.086, 0.130, 0.128, 0.128, 0.129, 0.121, 0.673, -0.982, 0.656, 0.004, 0.020, -0.121, 0.359, -0.488, -0.325, -0.498, 0.083, 0.078, 0.082]
}


{
  "formula": "C4H9Br3NP",
  "method": "ωB97M-V/def2-TZVPD",
  "relative_energy_kj_mol": 203.26,
  "fmax_ev_per_a": 3.10,
  "species": ["C", "C", "C", "C", "N", "P", "Br", "Br", "Br", "H", "H", "H", "H", "H", "H", "H", "H", "H"],
  "xyz": [[1.2276, 1.4676, 0.0818], [0.5712, -0.7405, 1.1787], [1.1184, -0.7150, -1.2701], [0.5319, 0.0784, -0.0907], [-0.8121, 0.4263, -0.4416], [-2.2801, 0.1669, -0.0348], [-3.5129, 1.3809, -1.3780], [-2.9414, 0.8963, 2.0274], [-3.7951, -2.8230, -0.2834], [2.4480, 1.4713, 0.1769], [1.0411, 2.1343, -0.7350], [0.8439, 2.0428, 1.0001], [0.1705, -1.7355, 0.8867], [0.0843, -0.1869, 2.1025], [1.6585, -1.0394, 1.5360], [0.6199, -1.6757, -1.4882], [0.8929, -0.1796, -2.2688], [2.1336, -0.9694, -0.9996]],
  "forces_ev_per_angstrom": [[2.4, 0.8, 1.8], [1.5, -0.7, 2.2], [-1.1, 0.3, -1.4], [0.8, 0.6, -0.2], [-2.3, -0.6, 0.3], [0.5, 0.3, 0.0], [0.1, -0.5, 0.3], [0.3, -0.7, -0.9], [0.9, 1.7, 0.2], [-3.0, -0.6, -0.1], [-0.3, 0.1, -0.7], [0.5, -1.2, -1.1], [-0.5, 0.6, 0.8], [0.7, -1.4, -2.0], [-1.9, 1.0, -0.9], [-0.2, 0.2, 0.8], [1.2, -0.4, 1.6], [0.5, 0.3, -0.6]],
  "lowdin_charge": [-0.057, -0.091, -0.058, -0.737, -0.263, 0.072, 0.336, 0.249, -0.317, 0.139, 0.051, 0.096, 0.084, 0.099, 0.120, 0.083, 0.116, 0.076]
}


{
  "formula": "F2HNS",
  "method": "ωB97M-V/def2-TZVPD",
  "relative_energy_kj_mol": 38.54,
  "fmax_ev_per_a": 2.29,
  "species": ["N", "F", "F", "S", "H"],
  "xyz": [[0.8473, 1.1554, 1.4911], [-1.4262, -0.2593, -0.6115], [1.1624, -0.6346, -0.5436], [1.1787, -0.1832, 1.1645], [-1.7621, -0.0782, -1.5005]],
  "forces_ev_per_angstrom": [[-0.2, 0.8, 0.1], [-1.1, 0.4, -2.0], [0.3, 0.5, 1.7], [0.1, -1.3, -1.9], [0.8, -0.4, 2.0]],
  "lowdin_charge": [-0.399, -0.137, -0.518, 0.925, 0.128]
}